DFT (ωB97M-V/def2-TZVPD) results for a structure of composition C8H19ClCrI2O2P.

Geometry as XYZ:
```
34
Properties=species:S:1:pos:R:3:forces:R:3
I 1.9265 1.8206 0.6916 -0.123 -0.156 -0.276
I -1.5625 -1.0410 -1.5968 0.330 0.333 0.114
Cr -0.1395 0.4814 -0.0720 -0.089 -2.109 2.380
Cl -1.0125 -0.0463 1.9476 0.668 0.615 -1.788
P -1.5730 2.3016 -0.1876 -0.641 0.821 -0.098
O 1.4571 0.9068 -2.8487 -2.309 -0.870 3.965
O 1.6381 -1.7762 0.3184 -0.346 0.858 -0.247
C -1.3288 3.4491 1.1856 0.264 -0.184 0.182
C 1.1680 -2.9348 2.4729 0.053 -0.017 -0.160
C 1.5375 -2.9815 -0.4267 -0.193 -0.299 -0.484
C -3.3267 1.8631 -0.1767 0.070 -0.392 0.049
C 0.8864 0.7145 -1.8582 2.332 0.882 -4.076
C -1.2164 3.1627 -1.7344 0.202 -0.200 -0.028
C 1.9929 -1.9373 1.6938 0.295 0.332 0.385
C 1.7795 -2.6866 -1.8960 -0.139 -0.114 0.084
H -3.5808 1.3089 -1.0860 -0.035 0.214 0.147
H -3.5245 1.2253 0.6925 -0.040 0.165 -0.122
H 2.2519 -3.7444 -0.0601 -0.283 0.469 -0.020
H -2.1199 4.2070 1.1729 0.141 -0.090 -0.059
H 1.3850 -3.9562 2.1551 -0.127 0.040 0.140
H 1.8624 -0.9331 2.1171 0.165 -0.195 0.051
H -1.3675 2.4775 -2.5772 -0.094 0.223 0.088
H -3.9259 2.7782 -0.1033 0.133 -0.124 -0.058
H 0.8913 -2.2219 -2.3453 0.130 -0.031 -0.069
H -0.1718 3.4950 -1.7332 -0.225 0.105 -0.025
H -1.8867 4.0219 -1.8228 0.089 -0.030 -0.077
H 1.9419 -3.6287 -2.4295 0.024 0.227 -0.011
H -1.3759 2.8857 2.1246 -0.069 0.171 -0.137
H 3.0653 -2.1885 1.7378 -0.251 0.061 0.006
H 2.6278 -2.0162 -2.0548 0.048 -0.218 0.081
H 1.4325 -2.8326 3.5260 -0.019 -0.127 -0.017
H 0.5104 -3.3553 -0.3025 0.279 -0.343 0.075
H 0.1002 -2.7349 2.3696 0.027 -0.076 -0.002
H -0.3421 3.9162 1.1064 -0.265 0.058 0.008
```
Positions in Å, forces in eV/Å.

Properties
gap between HOMO and LUMO (alpha / beta): 5.220 / 3.765 eV
expectation value of S²: 4.0754
HOMO (alpha / beta): -16.24 / -16.03 eV
LUMO energy (alpha / beta): -11.017 / -12.269 eV
net charge: +2
spin multiplicity: 4

Atomic partial charges in e from the Mulliken method, atoms 1 to 4: number 1, I, carries 0.26; number 2, I, carries 0.23; number 3, Cr, carries 0.40; number 4, Cl, carries -0.27

=====

DFT (ωB97M-V/def2-TZVPD) results for a cluster of 2 separate species, C8H19N2 in total.

Geometry as XYZ:
```
29
Properties=species:S:1:pos:R:3:forces:R:3
N 0.4083 2.0334 1.3170 -1.425 -0.208 -3.186
N -0.0425 -0.3701 -0.2866 -1.960 1.204 1.672
C 1.7321 2.6248 1.4193 0.987 -0.004 0.040
C -0.8426 -0.4381 -1.4847 0.119 0.515 -1.141
C 0.1945 -2.8803 -0.1859 -0.491 -0.114 0.027
C 0.0497 1.6522 0.0205 3.266 2.303 1.659
C -0.2856 -2.9356 -1.6349 0.137 0.107 -0.001
C -1.2988 -1.8364 -1.9192 -0.237 0.374 0.157
C 0.7029 -1.5092 0.2605 1.529 0.363 0.667
C -0.6018 2.7190 2.1159 -0.792 0.242 0.309
H -0.5156 0.2766 0.4068 -0.377 -3.166 0.030
H 1.7724 -1.4139 -0.0125 -0.430 0.022 -0.068
H 1.8298 3.4934 0.7425 -0.027 -0.309 0.343
H -0.2548 0.0369 -2.2946 -0.254 -0.267 0.026
H 0.5601 -2.8883 -2.3308 -0.057 0.109 0.092
H 0.6751 -1.4573 1.3636 -0.034 0.054 -0.497
H -1.4170 2.0378 2.3996 0.311 0.181 -0.044
H -0.7784 -3.8920 -1.8039 0.119 -0.079 -0.048
H -0.1066 3.0881 3.0227 -0.394 -0.162 -0.239
H -2.2384 -2.0532 -1.3991 0.112 -0.126 -0.050
H -1.7088 0.2157 -1.3061 0.068 -0.309 -0.335
H 0.9863 -3.6209 -0.0211 -0.085 0.279 0.039
H -1.0455 3.5797 1.5723 0.325 -0.375 0.304
H -0.8784 2.0745 -0.3931 -0.048 -1.119 0.251
H -1.5227 -1.7703 -2.9890 -0.051 -0.121 0.192
H 0.8966 1.5595 -0.6575 -0.361 0.568 0.051
H 2.4898 1.8768 1.1545 -0.087 0.265 0.162
H -0.6319 -3.1637 0.4715 -0.066 -0.019 -0.071
H 1.8718 2.9610 2.4523 0.202 -0.207 -0.341
```
Positions in Å, forces in eV/Å.

Properties
gap between HOMO and LUMO: 8.651 eV
HOMO: -13.03 eV
LUMO energy: -4.382 eV
net charge: +1
spin multiplicity: 1
relative energy (zero: lowest compared OMol25 entry of this formula, charge and spin): 269.4 kJ/mol

Atomic partial charges in e from the Mulliken method, atoms 1 to 4: number 1, N, carries 0.23; number 2, N, carries 0.02; number 3, C, carries -0.97; number 4, C, carries -0.51

=====

DFT (ωB97M-V/def2-TZVPD) results for the ion C8H19N2 with charge +1.

Geometry as XYZ:
```
29
Properties=species:S:1:pos:R:3:forces:R:3
N -0.7153 -1.4463 0.1851 -1.651 0.540 -0.550
N 0.9534 0.3096 -0.4092 -0.547 -1.342 1.710
C -0.9030 2.2023 1.0552 0.171 0.428 -0.689
C 1.2011 1.2001 -1.5105 -0.945 -0.709 -1.965
C 1.8298 -0.9497 1.6201 -1.692 -0.761 -0.970
C -0.5223 -2.4803 -0.7390 -0.215 -1.312 -1.820
C -1.3155 0.0537 -1.4085 -4.561 1.855 -0.961
C 1.8913 -0.0493 0.3982 -0.838 1.200 -0.288
C -1.1553 0.7064 1.0890 -2.277 0.806 1.034
C -0.7777 -0.1430 -0.0532 2.084 -0.565 -2.516
H 1.7568 1.9745 -1.0988 1.300 1.789 0.110
H 2.7330 0.6274 0.3081 0.963 -0.609 -0.090
H -1.4278 1.0977 -1.7172 -0.665 0.275 0.991
H 1.3144 -1.9504 1.4789 1.117 1.086 -0.252
H 0.1299 -3.1991 -0.2569 0.600 -0.148 -0.401
H -0.5151 -1.6312 1.0814 0.542 -1.240 3.690
H -2.4444 -0.3449 -1.3023 2.556 0.627 -0.865
H 1.1097 -0.4453 2.2673 0.516 0.130 0.585
H 1.8029 0.5924 -2.2543 -0.789 1.125 0.486
H -0.8073 -0.1754 -2.3389 0.235 -1.603 0.456
H -1.4284 -3.0967 -0.9695 0.364 0.841 0.070
H -1.4488 2.6436 0.1967 0.475 -0.088 0.355
H 2.7954 -1.1056 2.0760 0.106 0.227 0.091
H 0.2303 1.6466 -1.9866 2.263 -1.012 1.030
H 0.1840 2.3460 0.9174 -0.528 0.598 0.347
H -0.1263 -2.0629 -1.7036 -0.055 -0.847 0.978
H -2.2981 0.6656 1.0903 1.339 -0.613 0.459
H -1.3204 2.7091 1.9612 0.709 -0.568 -0.668
H -0.7261 0.3050 2.0236 -0.576 -0.110 -0.360
```
Positions in Å, forces in eV/Å.

Properties
gap between HOMO and LUMO: 9.520 eV
HOMO: -13.15 eV
LUMO energy: -3.627 eV
net charge: +1
SMILES string: C/C=[N+](/C)[C@](C)(CC)NC
spin multiplicity: 1
relative energy (zero: lowest compared OMol25 entry of this formula, charge and spin): 240.6 kJ/mol

Atomic partial charges in e from the Mulliken method, atoms 1 to 4: number 1, N, carries -0.17; number 2, N, carries 0.15; number 3, C, carries -1.14; number 4, C, carries -1.03